Computed, not measured: a 10-piece molecular cluster, C40H106N6O12 overall, with ωB97M-V/def2-TZVPD.

CARTESIAN COORDINATES (ANGSTROEM)
C (-2.6422, 4.0541, 5.4050)
O (-3.0257, 2.7663, 4.9410)
C (-3.4920, 1.8957, 6.0000)
C (-4.8350, 1.3287, 5.6370)
C (-5.9000, 2.3958, 5.5818)
N (-5.2254, 0.2741, 6.5990)
H (-1.6671, 3.9036, 5.8782)
H (-3.4091, 4.5611, 5.9931)
H (-2.4941, 4.6721, 4.5173)
H (-2.6277, 1.2210, 6.0303)
H (-3.4592, 2.4086, 6.9655)
H (-4.8330, 0.7270, 4.7216)
H (-5.5661, 3.2662, 5.0135)
H (-6.1512, 2.7151, 6.5961)
H (-6.8190, 2.1082, 5.0681)
H (-6.2259, 0.1090, 6.5470)
H (-4.8620, -0.6372, 6.3429)
C (5.4668, 1.0842, -3.7652)
O (4.7664, 0.4475, -2.7163)
C (4.4672, 1.3316, -1.6449)
C (3.7335, 0.6308, -0.5065)
C (2.8694, 1.4955, 0.3975)
N (4.7050, -0.2288, 0.2582)
H (5.9018, 0.3284, -4.4173)
H (6.1666, 1.8055, -3.3413)
H (4.7467, 1.5867, -4.4254)
H (5.3741, 1.7824, -1.2267)
H (3.8033, 2.0811, -2.0937)
H (2.9401, -0.0044, -0.9171)
H (2.3498, 0.9574, 1.1854)
H (2.0722, 1.9657, -0.1873)
H (3.4282, 2.3602, 0.7737)
H (5.1631, -0.7059, -0.5145)
H (5.3102, 0.4990, 0.6315)
C (0.2883, 6.1138, 4.6869)
O (0.5664, 6.7505, 3.4565)
C (1.5756, 6.0681, 2.7434)
C (1.8051, 6.5084, 1.3550)
C (2.7633, 5.6257, 0.5415)
N (2.2642, 7.9023, 1.1997)
H (1.1324, 6.3585, 5.3431)
H (0.1680, 5.0384, 4.5421)
H (-0.5707, 6.5033, 5.2314)
H (2.5227, 6.1299, 3.3103)
H (1.4432, 4.9771, 2.8048)
H (0.8490, 6.5034, 0.8162)
H (3.7757, 5.4764, 0.9239)
H (2.8440, 5.9676, -0.4865)
H (2.3242, 4.6221, 0.5335)
H (1.5786, 8.4724, 1.7079)
H (3.0099, 8.0569, 1.8878)
C (-2.6452, -8.0487, -1.2742)
O (-2.0759, -6.8392, -1.7132)
C (-2.0178, -5.8609, -0.6984)
C (-1.4383, -4.5442, -1.1843)
C (0.0735, -4.6745, -1.5090)
N (-1.6314, -3.5121, -0.1850)
H (-2.0160, -8.5134, -0.5038)
H (-2.6731, -8.7399, -2.1121)
H (-3.6220, -7.8837, -0.8102)
H (-3.0002, -5.6704, -0.2483)
H (-1.3833, -6.2736, 0.0997)
H (-1.8830, -4.3109, -2.1598)
H (0.6622, -4.9312, -0.6269)
H (0.4663, -3.7502, -1.9368)
H (0.2137, -5.4585, -2.2593)
H (-0.9906, -3.7219, 0.5877)
H (-1.2390, -2.6407, -0.5341)
C (-0.0868, -0.4456, 4.3720)
O (0.7935, -1.3789, 3.7887)
C (0.6408, -1.5689, 2.3875)
C (1.2912, -2.8858, 2.0242)
N (0.4243, -4.0825, 2.1370)
C (0.1622, -4.4003, 3.5647)
C (-0.8509, -5.5493, 3.5810)
O (-0.3625, -6.6799, 2.9017)
C (-1.2736, -7.7447, 2.8765)
H (-0.0586, 0.5360, 3.8943)
H (0.1389, -0.4295, 5.4363)
H (-1.1231, -0.7997, 4.2784)
H (1.1706, -0.7540, 1.8800)
H (-0.3784, -1.5012, 1.9935)
H (2.2301, -3.1028, 2.5405)
H (1.5348, -2.8914, 0.9568)
H (0.9878, -4.8564, 1.7987)
H (-0.1441, -3.4932, 4.0796)
H (1.0692, -4.7194, 4.0924)
H (-1.8157, -5.2421, 3.1628)
H (-0.9682, -5.8682, 4.6270)
H (-2.1939, -7.4483, 2.3542)
H (-1.7572, -7.9727, 3.8395)
H (-0.8731, -8.6863, 2.5186)
C (-1.3067, 3.5677, 1.9404)
O (-2.1233, 2.6099, 1.3094)
C (-1.8076, 1.2938, 1.6366)
C (-2.4820, 0.2429, 0.7467)
N (-1.6025, -0.5411, -0.1337)
C (-0.8593, 0.3603, -1.0256)
C (0.0788, -0.4150, -1.9641)
O (0.9161, 0.4968, -2.5719)
C (1.6638, 0.0581, -3.6940)
H (-1.1886, 3.4250, 3.0179)
H (-1.7771, 4.5135, 1.6776)
H (-0.2929, 3.5468, 1.5164)
H (-2.1495, 0.9850, 2.6321)
H (-0.7307, 1.0880, 1.6735)
H (-3.4156, 0.6248, 0.3105)
H (-2.8875, -0.5824, 1.3469)
H (-2.2252, -1.0784, -0.7316)
H (-0.1656, 0.9655, -0.4414)
H (-1.5834, 0.9647, -1.5822)
H (-0.4074, -1.0716, -2.7037)
H (0.5193, -1.1998, -1.3188)
H (2.5275, -0.3854, -3.1900)
H (1.9980, 0.8308, -4.3841)
H (1.1203, -0.6672, -4.3056)
C (1.6984, 2.0726, -8.1114)
C (1.5547, 0.5523, -7.9762)
C (2.8131, -0.2205, -7.6740)
O (0.6553, 0.3027, -6.8911)
H (1.9219, 2.5240, -7.1432)
H (0.6970, 2.4390, -8.3472)
H (2.4686, 2.3381, -8.8339)
H (1.2317, 0.1344, -8.9382)
H (2.5060, -1.2154, -7.3492)
H (3.3587, 0.2279, -6.8372)
H (3.5184, -0.2950, -8.5004)
H (-0.2117, 0.5737, -7.2135)
C (-5.5307, -2.5984, -1.2138)
C (-4.9204, -1.9230, -2.4757)
C (-5.5298, -0.5539, -2.6837)
O (-3.5400, -1.7741, -2.0103)
H (-6.6211, -2.4743, -1.2912)
H (-5.1806, -2.1462, -0.2904)
H (-5.4021, -3.6774, -1.1085)
H (-4.9592, -2.5982, -3.3308)
H (-6.4734, -0.7403, -3.2048)
H (-4.8811, 0.1122, -3.2459)
H (-5.8779, -0.1279, -1.7423)
H (-3.1659, -2.6553, -1.8932)
C (4.1183, -3.2124, -1.6557)
C (4.8967, -3.7128, -0.4492)
C (6.3885, -3.3263, -0.4609)
O (4.3539, -3.2042, 0.7654)
H (4.2325, -2.1299, -1.7402)
H (3.0732, -3.4992, -1.5415)
H (4.4987, -3.6224, -2.5932)
H (4.9346, -4.8033, -0.4615)
H (6.9489, -3.5857, -1.3570)
H (6.8544, -3.6801, 0.4611)
H (6.4859, -2.2487, -0.2829)
H (4.5592, -2.2574, 0.8553)
C (-1.4940, 5.2123, -2.6688)
C (-0.1110, 4.5929, -2.6603)
C (0.1444, 3.7933, -3.9536)
O (0.9522, 5.5706, -2.6475)
H (-1.6803, 6.0122, -1.9476)
H (-2.2548, 4.4336, -2.6024)
H (-1.7243, 5.6983, -3.6249)
H (-0.0103, 3.9728, -1.7643)
H (0.0022, 4.4763, -4.7882)
H (-0.4780, 2.8979, -3.9949)
H (1.1723, 3.4331, -3.9074)
H (0.4615, 6.3569, -2.3785)

Calculated values
Spin multiplicity ... 1
Orbital gap ... 9.23 eV
ΔE to the lowest compared entry with this formula, charge and spin ... 71.0 kcal per mole
Energy ... -2818.7640 hartree
SMILES string ... COC[C@H](C)N.COC[C@H](C)N.COC[C@H](C)N.COC[C@H](C)N.COCCNCCOC.COCCNCCOC.CC(C)O.CC(C)O.CC(C)O.CC(C)O
HOMO energy ... -8.610 eV

Results of the Mulliken charge analysis, in e, for atoms 1 through 99:
1 C -0.975
2 O -0.199
3 C -1.096
4 C 1.109
5 C -1.578
6 N -0.814
7 H 0.402
8 H 0.442
9 H 0.234
10 H 0.127
11 H 0.525
12 H 0.184
13 H 0.311
14 H 0.387
15 H 0.413
16 H 0.242
17 H 0.270
18 C -0.771
19 O -0.268
20 C -1.026
21 C 1.820
22 C -1.396
23 N -0.393
24 H 0.250
25 H 0.306
26 H 0.220
27 H 0.449
28 H 0.511
29 H -0.901
30 H 0.095
31 H -0.186
32 H 0.667
33 H 0.077
34 H 0.268
35 C -0.634
36 O -0.382
37 C -0.739
38 C 0.689
39 C -0.964
40 N -0.801
41 H 0.350
42 H 0.199
43 H 0.262
44 H 0.370
45 H 0.288
46 H 0.091
47 H 0.389
48 H 0.344
49 H -0.086
50 H 0.307
51 H 0.325
52 C -0.703
53 O -0.403
54 C -0.944
55 C 0.837
56 C -1.367
57 N -0.103
58 H 0.262
59 H 0.277
60 H 0.299
61 H 0.485
62 H 0.084
63 H 0.759
64 H 0.080
65 H 0.132
66 H 0.618
67 H 0.042
68 H -0.397
69 C -0.762
70 O -0.463
71 C 1.198
72 C -0.874
73 N -0.064
74 C -0.554
75 C -0.624
76 O -0.353
77 C -0.799
78 H 0.241
79 H 0.449
80 H 0.309
81 H -0.777
82 H 0.009
83 H 0.526
84 H 0.084
85 H 0.201
86 H 0.279
87 H 0.299
88 H 0.272
89 H 0.482
90 H 0.302
91 H 0.319
92 H 0.308
93 C -0.259
94 O -0.584
95 C 0.879
96 C -1.743
97 N 1.378
98 C -0.122
99 C -0.365